(1)
# C5H11NO

One molecule with the formula C5H11NO (the ωB97M-V functional and the def2-TZVPD basis, the OMol25 dataset).

The geometry in XYZ format:
```
18
Properties=species:S:1:pos:R:3:nbo_charge:R:1
O 1.125 1.408 -0.040 -0.596
N -0.151 -0.708 -0.568 -0.555
H -1.806 0.370 -1.435 0.209
H -1.942 -1.402 0.172 0.217
C -0.989 -1.800 -0.178 -0.415
C -1.164 1.032 1.240 -0.698
C -0.371 0.934 0.176 0.402
H 3.148 1.319 0.030 0.196
H 2.330 -0.287 -0.167 0.111
H 2.300 0.529 1.431 0.169
H -1.163 -2.505 -1.002 0.190
H -2.197 1.312 1.108 0.216
H -0.144 0.906 -1.986 0.227
H 0.823 -0.964 -0.845 0.399
H -0.520 -2.338 0.649 0.205
H -0.797 0.958 2.249 0.210
C 2.272 0.750 0.358 -0.213
C -0.753 0.486 -1.192 -0.273
```

Results
- gap between HOMO and LUMO (eV) = 8.3
- energy relative to the best compared isomer or geometry (same formula, charge and spin) (kcal per mole) = 113.7
- E_HOMO (eV) = -7.454
- LUMO energy (eV) = 0.87
- charge = 0

(2)
# C2H4OS2

A 2-piece molecular cluster, C2H4OS2 overall (the ωB97M-V functional and the def2-TZVPD basis, the OMol25 dataset).

The geometry in XYZ format:
```
9
Properties=species:S:1:pos:R:3:nbo_charge:R:1
H 0.414 0.818 0.079 0.235
H 1.018 -0.186 -1.139 0.217
O -2.806 2.351 1.152 -0.437
C 0.495 -0.201 -0.247 -0.771
C -3.219 1.356 0.720 0.483
H -3.766 0.495 1.161 0.172
S -2.248 0.402 -1.429 -0.247
S -1.007 -1.006 -0.766 0.118
H 1.052 -0.862 0.456 0.230
```

Results
- gap between HOMO and LUMO (spin up / spin down) (eV) = 7.3 / 7.3
- energy relative to the best compared isomer or geometry (same formula, charge and spin) (kcal per mole) = 44.9
- E_HOMO (spin up / spin down) (eV) = -7.908 / -7.910
- LUMO energy (spin up / spin down) (eV) = -0.60 / -0.58
- charge = 0

(3)
# C3H5IO

A 2-piece molecular cluster, C3H5IO overall (the ωB97M-V functional and the def2-TZVPD basis, the OMol25 dataset).

The geometry in XYZ format:
```
10
Properties=species:S:1:pos:R:3:nbo_charge:R:1
I 0.624 2.462 0.146 0.222
C -1.324 -0.556 -0.339 -0.847
H -0.407 -0.598 -0.786 0.209
O 2.876 0.137 -0.707 -0.442
H -1.504 0.454 0.114 0.214
H -1.340 -1.326 0.461 0.201
C 1.979 0.157 0.020 0.640
C 0.940 0.456 0.696 -0.716
H -2.138 -0.973 -0.977 0.218
H 0.295 -0.213 1.371 0.301
```

Results
- gap between HOMO and LUMO (eV) = 8.4
- energy relative to the best compared isomer or geometry (same formula, charge and spin) (kcal per mole) = 34.8
- E_HOMO (eV) = -8.846
- LUMO energy (eV) = -0.49
- charge = 0

(4)
# C38H34AsCl2F5N2O3OsTe

C38H34AsCl2F5N2O3OsTe as an isolated structure (the ωB97M-V functional and the def2-TZVPD basis, the OMol25 dataset).

The geometry in XYZ format:
```
87
Properties=species:S:1:pos:R:3:mulliken_spin:R:1
C -3.518 -2.917 0.366 0.042
C -0.837 3.461 -3.563 0.003
C -1.727 2.374 0.321 0.081
C -5.929 -3.291 -2.440 -0.008
C -3.642 -2.419 -2.362 -0.027
C 1.558 3.014 -2.243 0.004
O -0.708 -3.814 1.367 0.042
F 1.144 -1.749 1.843 0.061
H 0.283 3.505 1.789 -0.001
H -1.613 0.424 -2.288 -0.008
H -2.177 1.190 -3.764 0.000
H 2.463 -5.757 -1.248 0.000
H -2.740 1.768 -2.202 0.002
C -4.009 1.358 1.509 -0.075
C 4.691 1.529 3.969 -0.001
H 2.245 4.757 -3.262 0.000
H 0.868 6.254 -4.528 0.000
H 0.867 -7.913 2.079 0.000
C -2.424 -2.321 -0.270 0.001
C 1.395 4.104 -3.092 -0.003
N -0.780 0.149 0.219 0.391
Te 0.112 -0.455 3.489 0.437
N -6.881 -3.547 -3.030 0.016
C -3.889 2.729 1.292 0.204
H 1.644 -3.669 -1.815 -0.005
H 2.846 3.289 3.064 -0.002
C 2.013 2.294 1.377 0.032
C 0.966 -4.716 -0.076 -0.012
C 1.161 3.513 1.141 0.017
C 3.053 0.180 0.810 -0.014
C 0.084 -4.762 1.038 0.029
H -0.857 2.763 -0.167 0.046
F 1.542 0.248 4.528 0.095
C -2.500 -2.099 -1.646 0.030
H 0.848 3.621 0.107 0.000
C 3.911 0.334 1.891 -0.012
C 2.032 1.129 0.586 0.029
H -4.905 0.960 1.966 0.001
H -5.518 -3.673 0.170 0.000
F -1.121 -0.242 4.861 0.008
C -2.998 0.496 1.158 0.174
Cl -1.000 -6.076 3.138 0.001
O 0.355 -2.529 -0.824 0.044
Cl 2.781 -8.296 0.020 0.001
H 1.743 4.400 1.391 0.001
C -0.720 2.355 -2.729 -0.013
C 3.338 -0.975 -0.118 -0.001
H -3.123 -0.553 1.348 0.003
H 5.165 2.509 4.025 0.000
C 0.071 -5.972 1.797 0.001
H -0.888 6.087 -4.443 0.000
C 0.460 2.171 -1.992 0.003
H 5.469 0.767 3.972 0.000
C 0.042 5.555 -4.647 0.000
H -4.686 3.399 1.585 0.008
C 2.893 2.397 2.448 -0.022
C 0.890 -7.014 1.479 -0.004
Os -0.742 -1.888 0.801 1.596
C 2.937 2.792 -1.672 -0.001
C -4.737 -2.972 -1.703 0.039
H 3.044 3.205 -0.668 0.000
F 0.498 -2.074 4.374 0.057
H 0.015 5.241 -5.692 0.000
H -1.764 3.597 -4.113 0.000
C -1.801 0.979 0.555 0.169
H -2.631 4.289 0.504 0.000
H 3.657 -0.613 -1.100 0.000
H 3.201 1.735 -1.613 0.000
C 1.802 -5.819 -0.394 -0.005
H 4.087 1.398 4.868 0.001
H -1.650 -1.685 -2.176 0.005
C -1.870 1.380 -2.735 0.017
As 0.797 0.581 -0.863 -0.001
C 3.820 1.415 2.752 0.013
H 4.144 -1.583 0.291 -0.001
H 3.673 3.274 -2.314 0.000
H -3.467 -3.137 1.427 0.000
H 4.668 -0.422 2.067 0.000
C -4.671 -3.226 -0.333 -0.023
H -3.692 -2.242 -3.428 -0.001
C -2.736 3.227 0.689 -0.072
H 2.475 -1.612 -0.259 -0.001
F -0.368 1.404 3.144 0.124
C 0.995 -3.602 -0.936 0.003
O -1.389 -1.400 2.494 0.472
C 0.196 4.369 -3.736 0.003
C 1.766 -6.936 0.374 0.010
```

Results
- gap between HOMO and LUMO (spin up / spin down) (eV) = 7.2 / 5.6
- energy relative to the best compared isomer or geometry (same formula, charge and spin) (kcal per mole) = 26.3
- E_HOMO (spin up / spin down) (eV) = -8.398 / -8.686
- LUMO energy (spin up / spin down) (eV) = -1.15 / -3.10
- spin multiplicity = 5
- charge = 0

(5)
# C12H30BrO7S

A 3-piece molecular cluster, C12H30BrO7S overall (the ωB97M-V functional and the def2-TZVPD basis, the OMol25 dataset).

The geometry in XYZ format:
```
51
Properties=species:S:1:pos:R:3:nbo_charge:R:1
H -1.384 -5.797 2.179 0.165
H 2.007 -3.021 1.429 0.204
H 2.312 0.187 1.692 0.161
H -0.982 -2.187 -0.547 0.170
C 1.476 0.058 2.391 -0.243
C -1.047 3.058 1.304 -0.096
H 2.400 0.114 -2.693 0.156
Br 1.640 0.542 -5.290 0.137
C -0.713 -5.461 2.977 -0.251
C 1.003 -4.928 1.472 -0.096
H -4.187 2.620 0.522 0.200
H -0.160 -6.321 3.372 0.173
H 0.118 0.698 -1.601 0.154
C 0.141 -0.993 0.784 -0.084
H -1.307 -5.025 3.776 0.201
C -0.199 1.718 -1.379 -0.092
O 0.167 -4.460 2.509 -0.544
H 0.026 4.104 -0.244 0.203
H 0.866 -0.564 0.074 0.149
H -1.093 3.857 2.058 0.183
H -0.862 -2.883 1.068 0.216
H -3.159 1.484 1.420 0.161
H 0.429 -5.545 0.768 0.174
H -3.547 3.086 2.112 0.176
H 1.806 -5.540 1.906 0.180
C -3.331 2.542 1.187 -0.250
O -2.219 3.097 0.515 -0.547
H 1.875 -0.090 3.391 0.202
H 0.552 -2.095 -2.878 0.557
H -0.236 4.406 -4.468 0.162
H -0.968 2.091 1.819 0.169
C -0.305 -2.352 0.297 -0.095
O 0.581 2.094 -0.261 -0.554
H -0.766 5.639 -3.305 0.211
H -0.299 2.013 -3.504 0.152
H 2.458 -4.150 0.149 0.185
S 1.975 -0.767 -3.626 0.950
O 0.717 -1.086 2.064 -0.539
H 0.856 0.962 2.382 0.166
H 1.131 2.753 -2.705 0.157
H -1.264 1.686 -1.139 0.217
C 0.049 2.561 -2.612 -0.090
C 1.619 -3.766 0.733 -0.092
O -0.656 3.770 -2.534 -0.533
C -0.160 4.746 -3.428 -0.251
O 0.563 -1.130 -3.081 -0.806
H 1.009 3.511 1.096 0.196
H -0.733 -0.327 0.832 0.176
H 0.883 4.993 -3.199 0.168
O 0.746 -3.165 -0.224 -0.575
C 0.172 3.268 0.441 -0.095
```

Results
- gap between HOMO and LUMO (eV) = 5.9
- E_HOMO (eV) = -11.705
- LUMO energy (eV) = -5.78
- charge = +1

(6)
# C2H9NO

A 2-piece molecular cluster, C2H9NO overall (the ωB97M-V functional and the def2-TZVPD basis, the OMol25 dataset).

The geometry in XYZ format:
```
13
Properties=species:S:1:pos:R:3:nbo_charge:R:1
H 0.402 -4.920 0.644 0.349
H 1.254 3.761 0.156 0.208
H -0.414 3.473 -0.796 0.188
N 0.663 -5.135 -0.312 -1.052
H -0.495 -0.040 0.213 0.200
H 0.222 -4.464 -0.877 0.352
H -1.459 1.171 -0.722 0.163
C 0.216 3.306 0.044 -0.268
H -0.284 3.543 1.022 0.171
H 1.632 -4.959 -0.293 0.351
H -1.371 1.460 0.928 0.171
C -0.799 1.008 0.130 -0.257
O 0.433 1.796 -0.136 -0.577
```

Results
- gap between HOMO and LUMO (eV) = 10.6
- energy relative to the best compared isomer or geometry (same formula, charge and spin) (kcal per mole) = 34.6
- SMILES string = COC.N
- E_HOMO (eV) = -9.747
- LUMO energy (eV) = 0.85
- charge = 0